ORCA calculation (ωB97M-V/def2-TZVPD) on a 2-piece molecular cluster, C29H50BrN3O4 overall.

Values from the calculation:
highest occupied orbital energy: -8.40 eV
lowest unoccupied orbital energy: -0.0113 Ha
multiplicity: 1

The geometry in XYZ format:
```
87
Properties=species:S:1:pos:R:3:lowdin_charge:R:1
C 4.30192 4.56317 0.38160 -0.106
C 3.07267 4.21011 1.23426 -0.188
C 1.72509 4.44717 0.59568 -0.167
C 0.76720 3.47839 0.63490 0.032
C -0.52407 3.62027 0.08299 -0.125
C -1.58442 2.55190 0.14972 -0.137
C -1.19835 1.27546 0.89159 -0.204
C -0.21172 0.38378 0.10631 -0.199
C -0.75956 -1.02069 -0.19764 -0.201
C -0.17958 -1.66331 -1.47511 -0.191
C 0.74998 -2.87375 -1.24275 -0.197
C 2.13741 -2.74438 -1.89831 -0.210
C 2.70994 -4.08693 -2.38635 -0.214
C 4.22885 -4.19775 -2.24786 -0.211
C 4.99282 -3.19693 -3.12959 -0.189
C 5.57331 -3.79596 -4.42814 -0.169
C 4.85859 -3.33638 -5.68945 -0.247
O 3.62260 -4.02015 -5.81517 -0.202
C 3.25506 -4.27544 -7.15336 -0.113
C -0.83562 4.80531 -0.52238 -0.228
O -2.08668 5.00110 -1.01720 0.074
C 0.10964 5.83993 -0.59525 -0.127
N -0.24118 6.99323 -1.23419 0.113
C 0.65361 7.91408 -1.25861 -0.729
Br 0.24817 9.54940 -2.13561 0.730
C 1.93759 7.78910 -0.65756 -0.150
N 2.29216 6.69209 -0.06113 0.158
C 1.39152 5.66649 -0.02802 -0.155
H 4.74166 5.50506 0.70462 0.062
H 5.07304 3.80293 0.50495 0.065
H 4.05498 4.67184 -0.67144 0.069
H 3.09546 4.74692 2.18521 0.117
H 3.11596 3.14738 1.47676 0.101
H 1.01449 2.53927 1.11072 0.106
H -2.45640 2.99058 0.64399 0.124
H -1.92033 2.30065 -0.85990 0.130
H -0.75234 1.55285 1.85034 0.106
H -2.09895 0.70923 1.13256 0.093
H 0.71872 0.27859 0.66709 0.109
H 0.02145 0.87054 -0.84359 0.108
H -0.53722 -1.67670 0.64735 0.100
H -1.84823 -0.97184 -0.26430 0.102
H 0.34312 -0.90776 -2.06386 0.095
H -1.01831 -1.99958 -2.08735 0.104
H 0.90259 -3.01587 -0.17204 0.104
H 0.28284 -3.77054 -1.65009 0.102
H 2.06877 -2.06501 -2.74953 0.101
H 2.84864 -2.30282 -1.19465 0.113
H 2.47258 -4.20840 -3.44705 0.105
H 2.23316 -4.91384 -1.85494 0.106
H 4.52162 -5.21867 -2.50187 0.102
H 4.50160 -4.05189 -1.19878 0.105
H 4.31588 -2.38983 -3.42050 0.098
H 5.79136 -2.72257 -2.55867 0.104
H 6.62725 -3.53858 -4.54038 0.108
H 5.48478 -4.88305 -4.39823 0.111
H 5.49125 -3.51754 -6.56476 0.116
H 4.66084 -2.25889 -5.63148 0.123
H 3.84792 -5.09806 -7.56504 0.088
H 3.37111 -3.38352 -7.77495 0.087
H 2.20711 -4.56809 -7.16132 0.085
H -2.03298 5.63259 -1.74586 0.107
H 2.64030 8.61231 -0.69753 0.102
C -6.35377 -3.64484 4.30901 -0.117
O -6.11457 -2.71372 3.27441 -0.194
C -6.80535 -1.47882 3.41172 -0.218
C -5.85351 -0.34490 3.72134 -0.218
N -5.29190 -0.47166 5.05845 -0.050
C -4.20793 0.45809 5.35784 -0.199
C -2.93532 0.37441 4.52416 -0.232
O -2.17132 -0.79779 4.72589 -0.177
C -2.57261 -1.92618 3.97391 -0.099
H -5.92092 -4.59324 3.99559 0.088
H -5.88938 -3.34588 5.25538 0.079
H -7.42576 -3.78741 4.47562 0.087
H -7.58081 -1.55479 4.17981 0.122
H -7.29423 -1.27214 2.45572 0.121
H -6.40200 0.60008 3.65885 0.124
H -5.08560 -0.33676 2.93500 0.105
H -4.95641 -1.41739 5.18685 0.070
H -3.92715 0.30491 6.40262 0.120
H -4.60091 1.47726 5.28133 0.118
H -2.29178 1.20116 4.83634 0.122
H -3.12919 0.51807 3.45356 0.097
H -2.97938 -1.63882 2.99990 0.084
H -3.31232 -2.53313 4.50431 0.073
H -1.68852 -2.54353 3.81357 0.087
```

***

ORCA calculation (ωB97M-V/def2-TZVPD) on C29H50N2O2P2Re as an isolated structure.

Values from the calculation:
highest occupied orbital energy (alpha / beta): -13.51 / -14.33 eV
lowest unoccupied orbital energy (alpha / beta): -0.2122 / -0.2780 Ha
energy relative to the best compared isomer or geometry (same formula, charge and spin): 0.0 kJ/mol
total charge: +2
multiplicity: 4

The geometry in XYZ format:
```
86
Properties=species:S:1:pos:R:3:mulliken_spin:R:1
Re -0.48646 0.78880 -0.05584 2.373
C -1.74875 -0.78033 0.84315 0.049
C -1.00632 -1.70058 0.02930 0.018
C 0.29451 -1.84349 0.65165 0.065
C 0.32768 -0.96240 1.74372 0.080
C -0.90949 -0.28514 1.90968 0.235
C -1.41867 0.29527 3.23975 -0.063
C -0.59109 -0.32129 4.37788 0.009
C -1.27895 1.80713 3.30858 0.072
C -2.88012 -0.10288 3.45204 0.006
C 1.46142 -2.79302 0.39649 -0.024
C 1.09386 -4.16645 0.98925 0.017
C 2.71797 -2.33007 1.15250 0.028
C 1.84456 -2.91657 -1.08118 0.011
C -1.70600 -2.45164 -1.12318 -0.042
C -3.22933 -2.26179 -1.02850 0.012
C -1.24503 -1.95149 -2.49312 0.018
C -1.48954 -3.96799 -1.03368 -0.005
H -2.82015 -0.69892 0.84004 0.002
H 1.18204 -0.81845 2.37847 -0.014
H 0.44153 0.02494 4.35999 0.000
H -0.58841 -1.40877 4.32557 0.002
H -1.01486 -0.03398 5.33865 0.000
H -0.24062 2.10251 3.17152 0.003
H -1.61015 2.18527 4.27472 0.001
H -1.88834 2.29128 2.53912 -0.017
H -3.00421 -1.18420 3.42547 -0.001
H -3.54398 0.32784 2.70711 0.000
H -3.21582 0.24654 4.42651 0.000
H 0.86879 -4.07339 2.05168 -0.001
H 1.94960 -4.83244 0.89012 0.000
H 0.24614 -4.63826 0.50526 0.000
H 2.60200 -2.41646 2.23142 -0.002
H 2.99037 -1.30603 0.90859 -0.008
H 3.54906 -2.97345 0.87242 -0.001
H 1.03139 -3.23403 -1.72437 0.001
H 2.63937 -3.65418 -1.17691 0.000
H 2.23685 -1.97519 -1.47096 -0.006
H -3.53385 -1.23010 -1.19972 0.000
H -3.62518 -2.58060 -0.06526 -0.001
H -3.71051 -2.86608 -1.79508 0.000
H -1.48881 -0.90000 -2.63516 -0.013
H -1.75249 -2.51672 -3.27377 0.000
H -0.17228 -2.06662 -2.64049 0.007
H -1.84075 -4.36529 -0.08227 0.002
H -0.46070 -4.27382 -1.17443 0.000
H -2.07705 -4.43889 -1.82021 0.000
O -0.03637 0.97958 -2.02473 0.055
N 1.18617 0.76732 -2.45880 -0.045
N 1.99062 0.48556 -1.54493 0.089
O 1.60275 0.37593 -0.30509 0.120
C 3.39321 0.27244 -1.84412 0.001
C 4.30242 0.39346 -0.80907 0.010
C 5.64397 0.19960 -1.10172 -0.004
C 6.04026 -0.10765 -2.39549 0.010
C 5.09940 -0.22111 -3.41262 -0.005
C 3.75411 -0.03018 -3.14730 0.007
H 3.97969 0.63311 0.19292 -0.001
H 6.37626 0.28873 -0.31379 0.000
H 7.08680 -0.26127 -2.61482 0.000
H 5.40900 -0.46514 -4.41824 0.000
H 3.01277 -0.12564 -3.92662 -0.001
C 0.34203 4.15360 1.49734 -0.021
P 0.33014 3.16807 -0.02060 -0.029
C 1.97156 3.45685 -0.71872 0.022
C -0.84059 4.02665 -1.11245 0.013
C -2.26327 3.72239 -0.67203 0.012
P -2.58814 1.92491 -0.61776 -0.038
C -3.06710 1.50702 -2.31296 -0.004
C -4.09899 1.77851 0.35638 0.017
H -0.62290 4.14915 1.99245 -0.001
H 0.60903 5.17870 1.23551 -0.001
H 1.08800 3.76717 2.18876 0.000
H 2.17258 4.52890 -0.67950 0.000
H 2.02174 3.13517 -1.75729 0.002
H 2.73022 2.93518 -0.13815 -0.002
H -0.65808 3.68123 -2.13387 0.000
H -0.63999 5.09961 -1.08447 -0.002
H -2.98961 4.17892 -1.34809 -0.002
H -2.46545 4.12325 0.32433 -0.005
H -3.86763 2.17934 -2.62722 0.000
H -3.42979 0.48497 -2.36452 0.002
H -2.21710 1.60902 -2.98407 -0.006
H -4.84744 2.43756 -0.08807 -0.001
H -3.92995 2.08177 1.38682 -0.005
H -4.47962 0.75876 0.33601 0.002
```

***

In the order shown, the computed electronic energy values come out to -113585.081, -58651.398 eV.